# C21H22N2O3

C21H22N2O3 in the gas phase at a distorted geometry (ωB97M-V/def2-TZVPD, OMol25).

Geometry as XYZ:
```
48
Properties=species:S:1:pos:R:3:forces:R:3:lowdin_charge:R:1
C 3.01433 0.03533 -5.03003 0.15 0.01 0.21 -0.116
C 3.18443 0.03609 -3.51606 -0.30 -0.01 -0.17 -0.271
C 1.83877 -0.02157 -2.79631 0.38 0.04 0.26 -0.214
C 2.01065 -0.03404 -1.28054 -0.33 -0.08 -0.08 -0.139
C 0.66871 -0.08569 -0.53885 0.46 0.14 -0.24 -0.221
C -0.04164 1.28221 -0.51469 0.05 -0.24 0.03 -0.074
C -1.54933 1.10823 -0.48600 0.37 0.12 -0.18 -0.364
O -2.23359 0.68525 -1.37673 -0.04 -0.09 -0.11 0.135
N -2.00844 1.51765 0.75342 -0.55 0.02 0.10 0.117
C -3.38000 1.45208 1.12866 -0.30 0.00 0.07 -0.176
C -3.98545 2.55293 1.71764 0.08 -0.05 -0.08 -0.006
C -5.31722 2.47886 2.08475 -0.02 0.02 0.00 -0.073
C -6.04119 1.32072 1.85700 -0.06 0.00 0.02 -0.086
C -5.43047 0.22797 1.26519 0.00 -0.03 0.01 -0.072
C -4.09669 0.28555 0.90303 0.10 0.05 0.03 -0.004
C -1.01942 1.99347 1.59602 0.46 -0.11 -0.01 -0.330
O -1.18811 2.42251 2.70120 0.06 0.05 0.10 0.147
C 0.32416 1.84871 0.86132 -0.09 0.07 -0.17 -0.151
O 1.16141 0.90470 1.48332 0.56 -0.46 0.16 -0.012
N 0.80216 -0.35304 0.88642 -1.00 0.50 -0.08 -0.015
C 1.48003 -1.45038 1.39444 0.22 -0.03 0.42 -0.215
C 2.12216 -1.37230 2.63000 0.00 0.24 -0.05 -0.012
C 2.71718 -2.49203 3.17649 0.02 -0.10 -0.06 -0.084
C 2.68336 -3.70487 2.50899 0.06 -0.13 0.08 -0.105
C 2.03916 -3.78796 1.28630 0.04 -0.01 0.02 -0.090
C 1.44085 -2.67572 0.72607 -0.05 0.15 -0.12 -0.033
H 3.98226 0.07819 -5.52328 0.05 0.00 -0.14 0.068
H 2.50255 -0.86744 -5.35569 -0.06 -0.08 -0.09 0.071
H 2.42783 0.89406 -5.34937 -0.06 0.08 -0.09 0.071
H 3.78926 -0.82282 -3.21736 0.06 0.02 0.07 0.110
H 3.71905 0.93851 -3.21083 0.06 -0.02 0.07 0.110
H 1.30349 -0.92266 -3.10419 -0.10 -0.02 -0.05 0.122
H 1.23375 0.83563 -3.10044 -0.10 0.01 -0.07 0.113
H 2.56711 0.84820 -0.95478 0.06 0.00 0.05 0.131
H 2.59097 -0.91391 -0.99201 0.05 0.05 0.00 0.118
H 0.02154 -0.84838 -0.98103 0.02 0.08 0.04 0.155
H 0.24866 1.90382 -1.36015 -0.07 -0.03 0.02 0.159
H -3.41712 3.45249 1.89273 0.05 0.05 0.02 0.116
H -5.79027 3.33209 2.54671 -0.04 0.07 0.04 0.105
H -7.08130 1.26946 2.14169 -0.09 0.00 0.02 0.102
H -5.99166 -0.67699 1.08825 -0.04 -0.07 -0.02 0.105
H -3.61478 -0.56363 0.44531 0.04 -0.05 -0.04 0.118
H 0.86036 2.80123 0.86311 -0.11 -0.13 -0.01 0.173
H 2.14740 -0.42695 3.14708 0.00 0.05 0.06 0.110
H 3.21405 -2.41426 4.13225 0.03 0.02 0.08 0.104
H 3.15205 -4.57760 2.93742 0.03 -0.07 0.04 0.097
H 2.00213 -4.72920 0.75736 -0.01 -0.06 -0.04 0.103
H 0.93687 -2.76452 -0.22380 -0.06 0.00 -0.11 0.108
```
Positions in Å, forces in eV/Å.

Its LUMO energy is 0.709 eV. Its SMILES is CCCC[C@@H]1[C@H]2C(=O)N(c3ccccc3)C(=O)[C@H]2ON1c1ccccc1. The multiplicity is 1. The value obtained for the molecular weight is 350.42 g/mol. The total energy comes out at -1148.6513 Ha. As for the gap between HOMO and LUMO: 8.7 eV. The energy relative to the best compared isomer or geometry (same formula, charge and spin) is 2.669 eV. The value obtained for the HOMO energy is -7.994 eV.


# C13H48N8O11

11 unconnected molecules or ions with the total composition C13H48N8O11 at a distorted geometry (ωB97M-V/def2-TZVPD, OMol25).

Geometry as XYZ:
```
80
Properties=species:S:1:pos:R:3:forces:R:3:lowdin_charge:R:1
N -18.85500 12.46700 5.01000 4.85 1.70 1.81 0.132
C -19.78300 12.13700 4.16500 -8.23 -0.91 2.25 -0.648
N -19.36500 11.99100 2.94700 -0.74 -1.35 -3.58 0.156
O -21.10800 11.98300 4.56100 6.42 0.51 -1.98 -0.141
H -19.13900 12.74400 5.93000 -0.13 0.19 0.18 0.120
H -17.85200 12.80300 4.64600 -3.27 -0.87 1.46 0.133
H -20.06300 11.49100 2.35900 1.11 0.71 0.41 0.134
H -18.34800 12.04600 2.67900 -1.95 -0.96 0.61 0.050
N -17.00700 12.71800 2.04900 -2.61 0.99 -3.33 0.135
C -16.32400 13.04800 3.09700 8.87 -4.43 1.95 -0.576
N -16.69200 14.08200 3.86500 -0.61 -0.01 -0.37 0.164
O -15.19800 12.25200 3.34800 -5.77 4.63 -0.53 -0.087
H -16.65800 12.03300 1.37300 0.05 0.39 0.67 0.167
H -17.80800 13.33400 1.77400 1.36 -0.77 -0.20 0.153
H -16.07800 14.32700 4.60300 0.44 0.30 0.51 0.122
H -17.46100 14.68100 3.60100 0.25 0.13 0.14 0.132
N -20.15900 8.70100 1.98900 -0.70 0.58 -3.70 0.174
C -19.15400 8.79200 2.79700 7.27 -1.24 -1.75 -0.660
N -19.40700 8.64700 4.06000 1.77 0.65 3.64 0.189
O -17.84200 8.79500 2.36200 -5.93 0.88 1.40 -0.130
H -19.92200 8.86300 1.01000 -0.55 -0.35 0.50 0.132
H -21.09000 8.67500 2.31200 -0.90 0.05 0.10 0.105
H -18.56000 8.97400 4.60900 -1.82 -0.71 -0.06 0.102
H -20.31700 8.69900 4.50500 0.26 0.22 -0.39 0.126
N -14.19100 6.94800 5.93000 -3.50 -1.49 2.23 0.220
C -13.20700 6.68900 5.15300 -0.72 -8.34 -3.29 -0.669
N -12.28800 7.57400 5.03900 5.64 3.18 -1.19 0.148
O -13.14400 5.51400 4.48500 0.22 4.95 2.67 -0.091
H -14.71600 6.09400 6.21400 0.14 1.36 -0.56 0.160
H -14.28500 7.76200 6.50600 -0.09 0.16 0.38 0.058
H -11.43300 7.24600 4.58300 -0.67 0.03 0.01 0.150
H -12.06500 8.34400 5.66900 -0.78 -0.55 0.12 0.127
C -14.23700 11.16900 8.25700 0.30 1.55 -0.88 -0.058
C -13.91200 9.91000 7.50800 0.50 1.50 -1.53 -0.380
O -14.81400 8.95000 7.83500 -1.19 -2.10 -0.08 -0.080
H -14.88500 11.11900 9.14700 -0.07 -0.49 -0.64 0.070
H -14.67000 11.83900 7.45100 0.37 -0.14 1.55 0.086
H -13.30400 11.55500 8.63400 0.24 0.85 -0.10 0.069
H -12.88500 9.59200 7.54800 0.86 -0.35 1.00 0.102
H -13.95100 10.12500 6.40600 -0.60 -0.31 0.73 0.099
H -14.76800 8.77600 8.77900 -0.13 -0.11 -0.01 0.118
C -15.68800 5.15700 2.77800 2.13 0.84 -0.36 -0.090
C -16.62500 6.04100 3.47600 -0.70 -0.43 -0.73 -0.352
O -17.05700 5.43700 4.65800 1.43 -1.34 0.37 -0.034
H -15.02500 4.61600 3.43300 0.16 -0.12 0.19 0.064
H -15.07400 5.79700 2.14000 0.45 0.09 0.16 0.078
H -16.11700 4.55200 2.05700 -1.32 -1.76 -1.01 0.046
H -17.42600 6.22100 2.75700 -0.41 0.42 0.38 0.112
H -16.14800 6.95300 3.70300 0.39 1.32 0.29 0.054
H -17.90900 5.73200 4.83500 -2.26 0.83 0.73 0.037
C -16.46500 9.77500 4.94300 4.33 2.28 0.56 -0.177
O -17.55800 9.98800 5.69800 -3.97 -1.90 1.91 -0.145
H -15.80400 10.46100 5.52200 1.05 -0.02 -1.71 0.092
H -16.57800 10.00200 3.90400 0.03 0.11 -0.50 0.047
H -15.92900 8.85100 5.07900 -0.75 -1.01 0.07 0.079
H -17.84600 10.89400 5.67500 -0.19 0.51 -0.24 0.048
C -14.24600 8.98000 2.50100 -2.59 -0.40 3.31 -0.141
O -13.31400 9.50200 3.41900 0.37 0.90 -0.58 -0.125
H -15.13900 9.63500 2.46700 0.44 -0.26 0.22 0.057
H -14.57600 8.00000 2.92300 -0.08 0.52 -0.66 0.076
H -13.99900 8.84000 1.52000 1.67 -0.29 -2.59 0.045
H -12.92100 8.75400 3.87800 0.11 -0.01 -0.15 -0.006
C -17.75200 11.61700 9.24200 0.73 -3.36 -0.28 -0.123
O -16.99700 11.57500 10.49500 -1.08 2.63 -1.91 -0.098
H -17.93600 10.54300 8.89100 -0.12 1.20 0.73 0.083
H -17.21400 11.94400 8.37000 0.98 0.85 0.09 0.045
H -18.69600 12.11200 9.22800 -0.62 0.56 0.88 0.063
H -16.90100 10.68400 10.72700 0.09 -1.90 0.46 0.035
C -18.60000 7.70400 7.99700 0.03 1.79 -2.05 -0.142
O -17.30100 7.80900 7.43100 0.19 -1.14 0.54 -0.140
H -18.62600 7.00200 8.79100 0.09 -1.05 0.29 0.069
H -19.38400 7.58600 7.21400 0.39 -0.69 0.48 0.083
H -18.86700 8.64900 8.42500 -0.25 0.79 0.62 0.041
H -17.16900 8.57500 6.85500 -0.72 0.01 0.46 0.021
C -12.53300 12.62900 5.64400 -2.42 0.36 -0.23 -0.152
O -12.39400 13.40400 6.83400 0.78 -2.28 0.10 -0.093
H -12.39200 13.16800 4.75000 1.33 1.08 -1.05 0.063
H -13.59200 12.42000 5.40300 -0.01 -0.59 0.82 0.053
H -11.99700 11.71000 5.57600 0.68 -0.43 0.62 0.074
H -12.58800 14.28000 6.60200 -0.31 1.86 -0.37 0.043
```
Positions in Å, forces in eV/Å.

Its LUMO energy is -0.352 eV. Its SMILES is NC(N)=O.NC(N)=O.NC(N)=O.NC(N)=O.CCO.CCO.CO.CO.CO.CO.CO. The multiplicity is 1. The value obtained for the molecular weight is 492.57 g/mol. The total energy comes out at -1789.5913 Ha. As for the gap between HOMO and LUMO: 8.4 eV. The energy relative to the best compared isomer or geometry (same formula, charge and spin) is 7.224 eV. The value obtained for the HOMO energy is -8.744 eV.


# C35H34CrF4N6O6P2

A molecular structure, C35H34CrF4N6O6P2 at a distorted geometry (ωB97M-V/def2-TZVPD, OMol25).

Geometry as XYZ:
```
88
Properties=species:S:1:pos:R:3:forces:R:3:mulliken_spin:R:1
Cr 0.29004 -1.55470 -0.70981 1.21 -0.58 -0.60 3.156
O 0.40900 -1.61194 -2.67936 0.42 -0.20 0.58 -0.018
C -0.56916 -1.14202 -3.42086 -0.57 -0.02 -0.22 0.018
C -0.28658 -0.59546 -4.68739 0.15 -0.04 0.04 -0.002
C -1.27802 -0.05670 -5.47807 -0.02 -0.01 0.05 0.003
C -2.60963 -0.05554 -5.05880 -0.05 0.04 -0.03 0.005
C -2.92681 -0.63740 -3.85317 0.01 0.01 0.09 0.005
C -1.93970 -1.18867 -3.02582 0.31 0.10 -0.25 -0.004
C -2.32851 -1.96928 -1.88556 0.18 -0.28 0.25 0.024
N -1.46399 -2.36166 -1.01409 -0.43 0.42 -0.56 -0.084
N -1.79598 -3.35456 -0.13383 -0.13 -0.40 0.67 0.011
C -0.70770 -3.80750 0.43364 -0.57 0.19 -0.59 -0.005
O 0.47513 -3.38383 0.10207 0.41 0.19 -0.07 0.004
C -0.88739 -4.80293 1.51266 0.07 -0.04 0.08 -0.002
C -0.07022 -4.75148 2.63703 0.01 -0.01 -0.05 0.000
C -0.31182 -5.58997 3.71396 0.02 0.00 0.02 0.001
C -1.36192 -6.49452 3.66732 -0.01 0.01 0.02 -0.001
C -2.17158 -6.55734 2.54089 -0.02 -0.02 0.00 0.001
C -1.94116 -5.71233 1.46865 0.04 0.03 -0.02 -0.003
H 0.74154 -0.61197 -5.02941 -0.01 0.00 0.02 0.001
H -1.01953 0.36414 -6.44214 0.02 0.00 0.00 0.000
H -3.38071 0.37130 -5.68547 -0.01 0.00 0.02 0.001
H -3.95602 -0.67119 -3.51412 -0.01 -0.05 -0.03 0.000
H -3.34497 -2.34456 -1.80449 0.00 -0.05 0.02 -0.003
H 0.72965 -4.02474 2.68450 -0.04 0.00 -0.01 -0.001
H 0.30923 -5.52071 4.59787 0.00 -0.03 0.00 0.000
H -1.55837 -7.14002 4.51366 0.01 -0.01 -0.01 0.000
H -2.99779 -7.25552 2.50623 0.02 -0.02 -0.01 0.000
H -2.57633 -5.73765 0.59423 -0.02 0.02 0.01 -0.001
C 3.12551 -2.68753 1.64762 0.07 0.10 -0.30 0.002
P 3.46503 -1.83391 0.10087 0.37 -0.21 0.13 -0.007
C 4.92217 -0.80040 0.38095 -0.23 -0.18 -0.11 0.000
C 3.84072 -3.05371 -1.17459 -0.06 0.22 0.28 0.006
O 2.31946 -0.94851 -0.33999 -0.87 -0.22 -0.16 0.001
H 4.00084 -3.23412 1.99888 0.02 0.03 0.00 0.000
H 2.29603 -3.37051 1.46935 0.01 0.01 -0.02 0.002
H 2.82348 -1.93997 2.38224 0.01 -0.02 0.04 0.000
H 5.79708 -1.40573 0.61620 -0.01 -0.01 0.02 0.000
H 4.70816 -0.13025 1.21384 0.02 0.00 0.01 0.000
H 5.12082 -0.20407 -0.50950 0.00 -0.02 -0.01 0.000
H 4.63941 -3.72956 -0.87109 0.00 0.00 0.02 0.000
H 4.12668 -2.52470 -2.08350 -0.01 -0.02 -0.02 0.001
H 2.92537 -3.61773 -1.36126 0.01 -0.03 0.00 -0.003
F -3.94602 2.77974 1.38851 -0.11 0.01 -0.09 -0.003
C -2.89328 2.86097 2.20135 0.15 -0.04 0.05 -0.045
C -2.60320 4.07378 2.76389 0.09 -0.11 0.09 0.099
F -3.39643 5.09972 2.48175 -0.13 0.10 -0.07 0.008
C -1.48032 4.28236 3.60132 0.04 0.01 0.06 -0.045
C -0.69616 3.12403 3.82447 -0.07 0.00 -0.10 0.080
C -0.98701 1.92094 3.25117 -0.16 0.10 -0.03 -0.013
F -0.20743 0.87424 3.54853 0.15 -0.08 0.00 -0.003
C -2.08481 1.72522 2.39327 0.08 0.01 -0.06 0.088
C -2.30307 0.47360 1.73620 -0.06 0.02 0.15 0.102
C -1.25200 -0.38428 1.48174 0.24 -0.04 -0.12 -0.016
N -0.37863 -1.07401 1.13587 -0.29 0.32 0.69 -0.017
C -3.52723 0.08680 1.13207 -0.21 -0.03 0.01 -0.004
N -4.50604 -0.27262 0.64024 0.06 0.01 -0.06 0.037
F 0.36255 3.18584 4.62790 0.11 0.04 0.08 0.008
C -1.16766 5.53988 4.17211 -0.02 -0.17 -0.08 0.384
C -0.00556 5.77594 4.94814 0.20 0.02 0.11 -0.043
N 0.92485 6.04411 5.57380 -0.04 -0.03 -0.03 0.170
C -1.97678 6.69205 4.02086 -0.20 0.20 0.01 -0.033
N -2.59370 7.66411 3.96158 0.05 -0.05 -0.03 0.173
C 2.37222 1.82845 -4.11348 -0.12 -0.01 0.19 -0.001
C 2.20189 1.01360 -2.84839 0.20 -0.13 -0.27 0.002
O 1.15027 1.60699 -2.07109 -0.11 -0.28 0.21 -0.006
P 0.18475 0.82282 -1.04920 -0.28 1.48 0.03 -0.075
O 0.40331 1.73195 0.26518 -0.01 -0.21 -0.02 0.020
C 1.69469 1.97887 0.84741 -0.01 0.25 -0.02 0.000
C 1.92233 3.47508 0.93515 -0.09 -0.15 -0.02 0.002
O -1.28804 1.26653 -1.42129 0.19 -0.08 0.02 0.026
C -1.77498 2.62870 -1.47757 -0.13 0.19 -0.12 -0.002
C -1.53904 3.24475 -2.84294 0.06 -0.19 0.08 -0.001
H 3.12802 1.36742 -4.74984 0.02 0.02 -0.02 0.000
H 2.68285 2.84553 -3.87384 0.01 0.01 -0.04 0.000
H 1.42829 1.87081 -4.65730 0.03 -0.01 -0.04 0.000
H 3.12021 1.02909 -2.25447 -0.05 0.01 0.04 -0.002
H 1.95534 -0.02483 -3.07172 0.00 0.05 0.06 0.003
H 2.47104 1.50360 0.25210 0.06 -0.08 -0.07 0.000
H 1.69766 1.52406 1.83763 -0.05 -0.08 0.04 0.001
H 2.06940 3.89945 -0.05806 0.00 0.03 0.01 0.000
H 2.79856 3.68129 1.55071 0.02 0.04 -0.03 0.000
H 1.05840 3.95816 1.39407 0.02 0.01 0.04 -0.001
H -1.30804 3.21521 -0.68559 0.02 -0.06 0.04 0.000
H -2.84171 2.54829 -1.27344 0.02 -0.03 0.07 0.001
H -0.47481 3.36717 -3.03218 0.03 0.01 -0.04 0.000
H -2.01403 4.22498 -2.89306 -0.05 -0.02 0.02 0.000
H -1.96215 2.59905 -3.61392 0.00 0.05 -0.03 0.000
```
Positions in Å, forces in eV/Å.

Its LUMO energy (alpha / beta) is -0.108 / -2.334 eV. The multiplicity is 5. The value obtained for the molecular weight is 824.63 g/mol. The total energy comes out at -4260.8558 Ha. As for the gap between HOMO and LUMO (alpha / beta): 7.4 / 5.8 eV. The energy relative to the best compared isomer or geometry (same formula, charge and spin) is 0.242 eV. The value obtained for the HOMO energy (alpha / beta) is -7.482 / -8.136 eV.


Question: Which formula does entry 1 have?
Answer: C21H22N2O3


Question: Which of these has the highest multiplicity?
Answer: C35H34CrF4N6O6P2


Question: Which formula does entry 1 have?
Answer: C21H22N2O3